{"formula": "C19H25N3PmSSi", "method": "the ωB97M-V functional and the def2-TZVPD basis", "spin_multiplicity": 5, "energy_ha": -2198.980036, "charge": 1, "symbols": ["C", "C", "C", "H", "C", "C", "H", "H", "H", "H", "Pm", "C", "H", "H", "H", "Si", "C", "C", "H", "C", "H", "C", "H", "C", "H", "C", "H", "C", "C", "H", "C", "H", "C", "H", "C", "H", "C", "H", "H", "H", "N", "N", "C", "N", "S", "H", "H", "H", "H", "H"], "positions_angstrom": [[0.539, 1.299, 1.826], [-0.557, 1.339, 0.922], [-1.765, 1.172, 1.646], [-0.494, 1.590, -0.134], [-1.437, 1.111, 3.033], [-0.004, 1.166, 3.144], [0.573, 1.117, 4.068], [1.590, 1.404, 1.550], [-2.761, 1.128, 1.189], [-2.142, 0.994, 3.856], [-0.623, -1.224, 2.168], [-0.388, -2.610, 0.522], [-1.114, -3.448, 0.538], [0.643, -3.021, 0.504], [-0.579, -2.060, -0.403], [-0.073, 0.534, -2.486], [1.686, -0.068, -2.691], [2.746, 0.829, -2.416], [2.518, 1.899, -2.321], [4.050, 0.362, -2.236], [4.854, 1.062, -1.989], [4.337, -1.000, -2.367], [5.370, -1.352, -2.284], [3.293, -1.886, -2.655], [3.505, -2.945, -2.769], [1.976, -1.432, -2.847], [1.185, -2.131, -3.132], [-1.650, 0.992, -3.380], [-1.654, 1.791, -4.532], [-0.954, 1.599, -5.346], [-2.558, 2.857, -4.579], [-2.514, 3.557, -5.411], [-3.516, 3.030, -3.574], [-4.167, 3.906, -3.578], [-3.670, 2.060, -2.573], [-4.485, 2.133, -1.850], [-2.757, 1.014, -2.495], [-2.843, 0.263, -1.710], [-0.517, -0.355, -1.417], [0.174, 1.770, -1.944], [1.481, -1.928, 3.328], [0.835, -1.372, 4.487], [-0.297, -2.031, 4.957], [-0.632, -1.683, 6.218], [-1.252, -3.088, 4.040], [1.800, -2.887, 3.480], [2.256, -1.329, 3.003], [1.439, -0.919, 5.197], [-1.441, -2.104, 6.659], [-0.006, -1.104, 6.783]], "mulliken_spin": [-0.004, -0.002, -0.010, 0.003, -0.005, -0.009, 0.001, 0.001, -0.001, 0.001, 4.053, -0.028, 0.004, -0.003, -0.001, -0.002, 0.000, 0.000, 0.000, 0.000, 0.000, 0.000, 0.000, 0.000, 0.000, 0.000, 0.000, 0.000, 0.000, 0.000, 0.000, 0.000, 0.000, 0.000, 0.000, 0.000, 0.000, 0.000, 0.004, 0.000, -0.001, 0.000, -0.002, 0.000, -0.003, 0.001, 0.001, 0.001, 0.000, 0.000]}